Version P
Molecular formula: C38H51IrN8OSSi2
Method: DFT, wB97M-V/def2-TZVPD

For the LUMO energy (spin up / spin down), the calculation gives -0.104 / -0.155 Ha. The spin multiplicity is 6. The value obtained for the frontier orbital gap (spin up / spin down) is 6.04 / 5.62 eV. The total charge is +1. Its HOMO energy (spin up / spin down) is -8.87 / -9.84 eV. Its expectation value of S² is 8.78.

Each line ends with the Löwdin charge.
CARTESIAN COORDINATES (ANGSTROEM)
H (3.1169, 4.7464, -0.4373)  0.087
C (6.9270, -1.6560, -2.3475)  -0.064
C (-0.7169, 1.2686, 3.6873)  -0.021
C (-4.8474, -1.3507, 1.0141)  -0.040
H (-4.4608, -3.3432, 0.3597)  0.122
C (-3.6437, 4.8915, 4.3016)  -0.169
H (0.2601, -2.4758, -2.7435)  0.121
C (5.8288, -1.1477, -3.0634)  -0.081
C (-4.2941, -2.2762, 0.1286)  -0.069
H (7.5421, -2.7087, -0.6165)  0.121
H (-2.7078, 5.5840, 4.3258)  0.075
C (2.8150, -1.1121, 1.2879)  -0.246
C (-2.4527, 2.5666, 2.5997)  -0.200
H (-0.2500, 0.9430, 4.5818)  0.105
C (-3.0925, -0.4905, -1.1250)  -0.162
H (-5.4839, 2.6810, 3.7262)  0.068
H (2.1235, 4.3079, 2.2213)  0.115
C (-1.1284, 1.5654, -3.3098)  -0.519
H (2.4054, -3.5469, -1.7375)  0.092
H (3.8544, 0.7773, 1.0512)  0.090
H (3.4487, -0.3681, 5.0624)  0.105
C (3.2147, -0.5982, 4.0264)  -0.088
H (0.7299, -4.5812, -3.6463)  0.100
C (-4.4952, -0.0111, 0.8227)  -0.093
C (-0.1324, -4.6072, -2.9706)  -0.188
H (-4.3654, 5.7420, 1.1658)  0.047
C (-2.1354, 1.8343, 1.4361)  -0.575
H (0.4335, -0.0053, 2.3382)  0.097
C (-0.0464, -4.4998, 0.0681)  -0.188
H (-5.7220, 2.4195, 2.0075)  0.003
C (-5.5132, 3.2064, 2.7249)  -0.175
H (3.7667, -0.5662, -3.0355)  0.100
H (2.0675, 4.0005, -1.6756)  0.068
H (0.7400, -4.9965, 0.6675)  0.117
H (1.1344, -5.7080, -1.7756)  0.113
H (-3.5165, 4.2515, 5.2007)  0.033
H (-4.8277, 0.8157, 1.4257)  0.075
C (-0.4079, 0.6572, 2.5025)  -0.085
C (2.4172, -2.0294, 2.2787)  -0.100
H (-1.1506, -3.0446, -1.9321)  0.048
C (-2.2225, -0.1835, -2.2183)  -0.277
C (-1.7231, 2.2753, 3.7281)  -0.037
H (2.4623, -3.6993, 0.0174)  0.094
N (-1.3389, 1.0266, -4.4812)  0.181
H (4.1945, 1.1784, 3.4355)  0.109
H (-0.7234, -4.1376, 0.8587)  0.106
H (0.6542, 3.2395, 2.2479)  0.054
H (1.4911, 5.4913, -0.7681)  0.096
H (0.5340, 4.8460, 1.6602)  0.051
C (1.1673, 4.0243, 1.6869)  -0.035
C (2.0629, 4.5260, -0.7027)  -0.034
H (-0.7268, -6.5612, -0.2141)  0.107
C (-0.1464, -3.3103, -2.1015)  -0.183
H (1.2242, -0.2367, -2.2267)  -0.009
H (1.9137, -2.8582, 1.9397)  0.055
O (0.1839, 3.0280, -0.2358)  -0.384
C (-3.5043, 5.0550, 1.1723)  -0.182
C (6.7023, -2.1489, -1.0759)  -0.096
C (4.4013, -1.5156, -1.2236)  -0.252
C (2.6072, -1.7917, 3.6353)  -0.074
C (0.0621, -5.8319, -2.0897)  -0.180
Si (-3.8483, 3.9535, 2.6278)  0.537
C (-1.7955, -0.2318, -4.4430)  -0.459
H (-2.1962, -1.8402, -5.6788)  0.125
H (-3.5652, 4.6163, 0.1475)  0.020
H (-0.1428, 3.1985, -3.9725)  0.081
C (3.6511, 0.3114, 3.0693)  -0.097
N (0.5019, -3.4209, -0.7761)  -0.194
N (-2.1742, -0.8649, -3.3519)  0.175
H (-1.4857, -0.3499, -6.3631)  0.104
C (4.5869, -1.0645, -2.5065)  -0.129
Ir (0.1100, 1.0958, -0.5220)  1.463
C (-3.4874, -1.8589, -0.9226)  0.009
S (-3.1012, 1.9683, 0.0092)  1.086
H (2.1028, 2.6449, 0.3885)  0.108
H (-1.7536, -5.3830, -0.9697)  0.093
H (-0.4002, 3.2223, -2.3162)  0.101
C (1.3892, 3.5061, 0.2756)  -0.567
H (-3.1023, -2.6223, -1.6197)  0.108
H (7.8812, -1.7444, -2.7836)  0.091
H (-6.3775, 3.8528, 2.7537)  0.042
N (-0.4661, 2.7047, -3.2213)  0.186
H (5.9805, -0.7021, -4.0482)  0.108
N (-1.0974, 0.9924, 1.3570)  -0.090
N (-1.8042, -0.9047, -5.5973)  0.185
H (5.2975, -2.5395, 0.4740)  0.114
N (-1.5025, 1.0533, -2.1287)  -0.050
H (-5.5466, -1.7151, 1.7623)  0.115
C (1.6763, 0.0274, -1.2495)  -0.430
Si (2.6185, -1.4588, -0.5709)  0.641
H (-4.4945, 5.4684, 4.4941)  -0.001
H (2.3844, -2.5693, 4.3666)  0.109
H (-1.9791, 2.7701, 4.6579)  0.100
H (-1.0303, -4.6475, -3.6115)  0.111
C (1.9261, -3.1867, -0.8133)  -0.254
H (2.4808, 0.7545, -1.6422)  0.041
C (-0.7217, -5.6108, -0.7532)  -0.175
C (5.4535, -2.1203, -0.5275)  -0.089
N (-3.5826, 0.3626, -0.1235)  -0.307
H (-2.5712, 5.5289, 1.3710)  0.021
C (3.4860, 0.0600, 1.7352)  -0.104
H (-0.0108, -6.8078, -2.6173)  0.120

Version Q
Molecular formula: C38H51IrN8OSSi2
Method: DFT, wB97M-V/def2-TZVPD

For the LUMO energy (spin up / spin down), the calculation gives -0.106 / -0.163 Ha. The spin multiplicity is 6. The value obtained for the frontier orbital gap (spin up / spin down) is 7.32 / 6.35 eV. The total charge is +1. Its HOMO energy (spin up / spin down) is -10.21 / -10.78 eV. Its expectation value of S² is 8.77.

Each line ends with the Löwdin charge.
CARTESIAN COORDINATES (ANGSTROEM)
H (-0.2985, 3.7259, -3.6534)  0.124
C (-1.2741, 1.3987, 0.4925)  -0.323
C (-3.7958, 4.2219, -1.4241)  -0.109
H (4.8170, 0.0435, 1.4234)  0.087
C (-2.0353, 1.4563, -2.4497)  -0.267
H (-5.4167, -0.6345, -1.8249)  0.109
H (3.8510, 4.2976, -2.5460)  0.131
H (-1.0657, -6.3465, -2.5353)  0.135
C (0.7950, -2.1063, -2.3618)  -0.243
C (-3.1157, 5.7827, 0.8267)  -0.049
H (1.1457, -3.6837, -3.6403)  0.130
Si (2.3801, -2.3483, 5.0028)  0.487
N (-1.4294, -6.1233, -1.5859)  0.177
H (-2.6678, -3.1956, 1.9830)  0.145
H (1.9503, -2.4904, 7.3728)  0.033
C (0.2284, 3.1509, -1.5479)  -0.238
C (-2.3513, 4.6274, 0.4927)  -0.088
H (-1.5108, 4.3558, 1.0664)  0.073
Si (-1.4474, 2.5135, -1.0181)  0.570
H (-4.6619, 0.2681, -3.1561)  0.134
H (3.4014, -3.3581, 3.0392)  -0.002
C (-2.1504, -0.5796, -3.5115)  -0.229
H (-1.4517, 1.7940, -3.3303)  0.090
H (-1.1377, -0.5077, -3.9492)  0.117
H (2.5024, -2.1299, -5.1630)  0.102
C (0.0196, -3.0496, -1.4525)  -0.313
H (4.1454, 1.7274, 1.1216)  0.067
H (-3.9852, 3.7572, -2.4175)  0.108
H (3.6608, -1.7212, 0.5462)  0.059
O (2.2055, 0.3413, 0.4700)  -0.461
H (1.7016, 0.0512, 6.7668)  0.084
C (4.5201, 0.8142, 0.6955)  -0.034
C (3.8012, -2.8734, 3.9116)  -0.196
C (1.7352, 3.9976, -3.2141)  -0.093
C (-4.5222, -0.5720, -2.4099)  -0.197
H (5.3115, 1.1156, 0.0010)  0.089
C (1.2759, 3.2050, -0.6165)  -0.119
H (1.5284, 1.0273, -2.3498)  0.102
Ir (0.1920, -0.1818, 0.0269)  1.290
C (1.6813, -0.6244, 4.6810)  -0.234
H (0.1217, -2.9072, 5.6146)  0.044
H (-4.9372, -2.0581, -3.9906)  0.116
H (-2.7056, -2.4362, -4.4939)  0.116
H (3.4558, 0.7795, -1.1820)  0.128
H (4.4702, -3.5994, 4.4094)  0.034
H (-3.6772, 0.5277, -0.7789)  0.112
C (-1.0325, -4.9224, -1.0937)  -0.417
C (0.8301, -3.3493, 4.9179)  -0.174
C (0.5043, 3.6198, -2.8829)  -0.116
C (-1.2689, -3.2821, 0.4259)  -0.420
C (0.4763, 1.8644, 4.3254)  -0.123
H (3.5942, -3.1300, 7.1125)  0.055
C (2.0145, -1.7219, -4.3355)  -0.005
H (-2.2373, 0.8190, 0.7611)  0.034
H (-5.3047, 5.7205, -1.8184)  0.107
H (4.6012, -2.0706, 3.7119)  0.068
C (1.2721, -0.0917, 3.4165)  -0.607
N (-1.5697, -4.5450, 0.0757)  0.189
C (1.3559, -2.6116, -3.4942)  0.015
H (-3.0354, 1.7320, -2.7708)  0.070
H (-3.1995, -1.0935, -0.7940)  0.118
C (2.0804, -0.3836, -3.9648)  -0.004
H (-4.7421, 7.0398, 0.2491)  0.109
C (1.4615, 0.0298, -2.7985)  -0.096
H (-0.0734, 2.8118, 4.2649)  0.117
H (-2.8138, 6.2947, 1.7029)  0.085
H (3.2660, 3.8248, -0.1364)  0.125
H (-1.5930, -1.8403, 1.7523)  0.036
N (-0.2782, -4.1910, -1.9049)  0.181
C (-4.2970, -1.9040, -3.0952)  -0.157
H (0.4155, -3.3564, 3.9730)  -0.034
C (0.7797, 1.4445, 5.5863)  -0.059
H (2.8524, -1.6318, -1.0489)  0.042
H (-2.1712, -2.5583, -2.8423)  0.062
H (1.8826, 4.3136, -4.2166)  0.096
H (-2.0101, -6.7615, -1.0960)  0.101
H (-0.7877, 1.9833, 1.2805)  -0.026
N (0.6872, 1.0937, 3.2349)  0.054
N (-1.8171, -2.7741, 1.5633)  0.180
C (-2.7530, -1.9732, -3.5009)  -0.137
C (2.8018, 3.9747, -2.2437)  -0.070
H (4.6656, -1.4151, -0.8385)  0.090
C (2.5359, 3.6718, -0.9600)  -0.117
H (3.3354, -1.3812, 7.2526)  0.032
C (3.6665, -1.2565, -0.4540)  -0.050
C (1.4145, 0.2260, 5.7675)  -0.062
N (-2.1018, 0.0285, -2.1919)  -0.202
H (1.1691, 2.7976, 0.3967)  0.089
C (-4.2038, 6.1120, -0.0424)  -0.055
C (-2.6380, 3.8598, -0.6586)  -0.229
C (2.8849, -2.2906, 6.8242)  -0.186
N (0.8650, -0.8470, -1.9731)  -0.037
C (3.4328, 0.2344, -0.2025)  -0.551
N (-0.4589, -2.4952, -0.3367)  0.064
H (2.6359, 0.2332, -4.6549)  0.120
C (-3.3802, -0.2487, -1.5027)  -0.222
S (1.3205, -1.2836, 2.0788)  0.826
C (-4.5182, 5.3247, -1.1893)  -0.103
H (-4.5141, -2.7753, -2.5043)  0.096
H (0.9671, -4.4160, 5.2555)  0.067
H (-2.7891, 0.0516, -4.1638)  0.124
H (0.5598, 2.0421, 6.4404)  0.105

Which structure is the least stable? The one labeled version P.